[1]
18
Properties=species:S:1:pos:R:3:forces:R:3:nbo_charge:R:1 method="wB97M-V/def2-TZVPD" e_above_lowest_kcal_mol=47.5 e_lumo_ev=0.82 homo_ev=-9.461 homo_lumo_gap_ev=10.3 energy_ev=-9910.184
C 0.3436 0.1098 -1.9554 0.666 0.166 -1.315 -0.66
C 0.8815 0.1949 -0.5566 1.649 0.322 2.422 0.09
O 0.9275 1.6173 -0.1432 -0.170 -0.879 -0.295 -0.75
C 0.0629 -0.6255 0.5411 -1.559 1.227 -3.559 -0.08
N 0.7147 -0.8991 1.7737 0.410 0.203 0.232 -0.84
C -1.2168 0.2857 0.5252 -0.898 -1.678 3.047 -0.11
O -2.3440 -0.3402 1.2824 1.338 -0.136 -0.543 -0.74
H -0.1743 -0.8261 -2.1147 -0.333 -0.174 -0.101 0.22
H -0.3274 0.9681 -2.1387 0.158 -0.548 0.089 0.23
H 1.1398 0.1476 -2.7597 -0.645 0.060 1.047 0.22
H 1.9374 -0.0905 -0.3980 -0.331 -0.520 -0.742 0.18
H 1.5006 2.0200 -0.8050 -0.014 0.199 0.183 0.47
H -0.1680 -1.5923 0.0403 0.018 0.400 0.227 0.18
H 0.0853 -1.1954 2.5130 0.015 0.130 -0.194 0.37
H 1.2453 -0.1052 2.0911 0.044 0.274 0.225 0.37
H -1.6765 0.4949 -0.4393 0.768 0.460 0.011 0.19
H -0.8941 1.0878 1.1963 -0.507 0.617 -0.920 0.20
H -2.0375 -1.2516 1.3475 -0.611 -0.121 0.187 0.45

---

[2]
20
Properties=species:S:1:pos:R:3:forces:R:3:nbo_charge:R:1 method="wB97M-V/def2-TZVPD" e_above_lowest_kcal_mol=76.9 e_lumo_ev="-0.58 / -0.58" homo_ev="-7.354 / -7.354" homo_lumo_gap_ev="6.8 / 6.8" energy_ev=-12889.496
C -0.1953 -0.6901 0.4356 -0.793 0.338 0.060 0.25
C 0.1275 1.0289 -1.2955 0.741 1.766 -0.249 0.30
C 1.2967 -0.9643 0.5848 -0.116 0.391 -0.596 -0.65
C -0.6720 0.9717 -0.0493 1.538 -0.998 -0.435 0.44
N -0.8917 -0.7346 1.6943 -0.403 0.027 0.714 -0.87
N -0.8027 -1.6673 -0.4274 0.145 -0.515 -0.189 -0.85
N 1.3735 1.4993 -1.3010 -2.060 -0.264 0.376 -0.69
O -2.0393 0.8741 -0.4773 0.294 -0.191 0.240 -0.76
O -0.3403 1.8456 0.8227 0.070 0.027 0.590 -0.85
H -2.5410 0.7570 0.3430 0.062 0.093 -0.089 0.49
H -0.3599 0.8873 -2.2539 0.248 -0.408 -0.147 0.21
H -0.9160 0.1496 2.1928 0.318 0.299 -0.409 0.39
H -0.4787 -1.4019 2.3363 -0.068 -0.184 -0.209 0.36
H -1.7484 -1.3955 -0.6706 0.084 -0.025 0.060 0.38
H -0.2656 -1.8403 -1.2667 -0.032 0.051 -0.046 0.34
H 1.7246 1.9855 -2.1144 0.208 -0.628 -0.117 0.42
H 1.7124 1.8101 -0.3930 -0.228 0.151 0.089 0.44
H 1.4591 -1.8234 1.2368 -0.064 0.155 0.157 0.22
H 1.7893 -0.0709 0.9698 0.063 -0.151 0.294 0.22
H 1.7678 -1.2208 -0.3671 -0.008 0.066 -0.092 0.20